[1]
Molecular formula: C38H65IN7O
Method: DFT, ωB97M-V/def2-TZVPD

Calculated values
Orbital gap   8.05 eV
Highest occupied orbital energy   -11.25 eV
Total charge   +1
E_tot   -61030.3013 eV
Lowest unoccupied orbital energy   -3.205 eV

Atoms and positions in Å:
C: -3.10956 2.51079 2.31539
C: -3.18893 1.00711 2.63773
C: -3.63701 0.82060 4.08328
C: -1.83175 0.33280 2.31951
C: -1.48969 -0.89093 3.17595
C: -1.75297 -0.02006 0.83731
O: -0.52078 0.46322 0.20727
C: -0.63390 1.20671 -0.88125
N: -1.28264 2.39097 -0.78644
C: -1.46372 3.22319 -1.84218
C: -0.98682 2.85889 -3.07262
C: -0.30046 1.64614 -3.18880
C: -0.10137 0.80605 -2.10093
C: 0.64997 -0.48583 -2.21210
C: 2.05597 -0.37677 -1.61586
C: 2.73126 -1.71702 -1.42661
I: 3.53548 -2.48399 -3.23823
H: -3.37348 2.73191 1.27765
H: -3.81208 3.07826 2.92373
H: -2.11819 2.91094 2.53924
H: -3.95900 0.59569 1.97947
H: -3.81253 -0.21650 4.34638
H: -4.56067 1.37538 4.24359
H: -2.89256 1.25032 4.75676
H: -1.05409 1.07769 2.50037
H: -2.36458 -1.45634 3.47732
H: -0.86500 -1.57051 2.59517
H: -0.90846 -0.61728 4.05162
H: -1.74072 -1.09829 0.69264
H: -2.60302 0.37257 0.27609
H: -1.62887 2.66740 0.12646
H: -1.97844 4.15406 -1.65729
H: -1.14651 3.51677 -3.91268
H: 0.07766 1.30288 -4.14297
H: 0.09029 -1.27896 -1.71564
H: 0.74291 -0.72340 -3.27179
H: 2.64923 0.26555 -2.26730
H: 2.00486 0.12069 -0.64322
H: 3.58199 -1.61891 -0.75957
H: 2.06372 -2.45992 -0.99951
C: -1.44934 -6.96247 3.53400
C: -0.37978 -6.23526 2.72904
C: -0.48752 -4.70883 2.84380
C: -1.76948 -4.21343 2.34929
N: -2.77575 -3.83623 1.95194
H: -2.45002 -6.72177 3.17274
H: -1.31950 -8.04092 3.45573
H: -1.39729 -6.69343 4.59005
H: -0.44561 -6.52205 1.67779
H: 0.61095 -6.52952 3.07708
H: 0.30474 -4.22006 2.27405
H: -0.39014 -4.39487 3.88549
C: -2.84311 0.53959 8.90000
C: -1.37252 0.24571 9.16789
C: -0.55903 0.06515 7.87980
C: -1.05416 -1.05248 7.07901
N: -1.48036 -1.92732 6.47579
H: -3.32289 -0.28744 8.37491
H: -3.38007 0.69352 9.83483
H: -2.96054 1.44088 8.29460
H: -1.27846 -0.65368 9.77789
H: -0.92797 1.06354 9.73628
H: 0.49107 -0.12265 8.10645
H: -0.61044 0.96912 7.26918
C: -1.90226 -1.43477 -4.98478
C: -1.83023 -1.49805 -6.50773
C: -0.38392 -1.42943 -7.02122
C: 0.25919 -0.21581 -6.53386
N: 0.80523 0.65990 -6.03905
H: -1.50120 -0.47909 -4.63621
H: -2.93263 -1.50158 -4.63600
H: -1.33024 -2.23619 -4.51205
H: -2.40052 -0.66921 -6.93073
H: -2.28273 -2.41769 -6.87828
H: -0.34495 -1.44742 -8.11039
H: 0.19728 -2.27544 -6.64997
C: -2.55801 -1.22513 -1.22259
C: -3.04592 -2.47948 -0.51070
C: -1.88305 -3.41394 -0.15832
C: -1.15724 -3.80639 -1.36578
N: -0.63221 -4.10399 -2.33875
H: -2.07236 -1.48847 -2.16328
H: -3.38959 -0.55746 -1.45286
H: -1.84260 -0.67531 -0.60474
H: -3.75238 -3.00993 -1.15093
H: -3.57722 -2.21976 0.40528
H: -2.23794 -4.31349 0.34432
H: -1.18227 -2.91356 0.51336
C: 6.20686 0.62208 -2.66604
C: 7.44427 1.26228 -3.28255
C: 8.70277 0.41019 -3.07879
C: 8.98684 0.21856 -1.65818
N: 9.17605 0.10106 -0.53567
H: 6.32140 0.51048 -1.58634
H: 5.32441 1.23820 -2.84666
H: 6.01713 -0.36404 -3.09214
H: 7.60848 2.24951 -2.84717
H: 7.29439 1.40769 -4.35330
H: 9.57125 0.88160 -3.53938
H: 8.57719 -0.57263 -3.53654
C: 2.64612 5.67587 -2.97728
C: 2.26936 7.14478 -2.82740
C: 0.96999 7.34719 -2.03695
C: -0.16744 6.70600 -2.69234
N: -1.06233 6.22934 -3.22487
H: 1.88708 5.12724 -3.53827
H: 3.58831 5.57357 -3.51356
H: 2.76336 5.19841 -2.00157
H: 2.16431 7.60334 -3.81136
H: 3.06560 7.68061 -2.31012
H: 0.73824 8.40719 -1.92974
H: 1.06578 6.92619 -1.03410



[2]
Molecular formula: C4H9N3
Method: DFT, ωB97M-V/def2-TZVPD

Calculated values
SMILES string   [H]/N=N\C(N)=C(C)C
Orbital gap (spin up / spin down)   8.00 / 8.00 eV
Highest occupied orbital energy (spin up / spin down)   -7.93 / -7.94 eV
E_tot   -8761.2695 eV
Lowest unoccupied orbital energy (spin up / spin down)   0.061 / 0.061 eV

Atoms and positions in Å:
H: 0.36733 -0.43181 2.27574
N: -0.19281 0.42273 2.38357
N: 0.15160 1.35473 1.54497
C: 0.58671 0.79073 0.40119
N: 1.88444 0.96845 -0.03813
C: -0.25817 -0.18888 -0.12431
C: 0.24862 -1.25988 -1.05224
C: -1.75219 0.01747 -0.19598
H: 1.95658 1.02107 -1.04810
H: 2.32810 1.75076 0.43049
H: 1.30036 -1.49949 -0.87763
H: 0.13639 -0.96204 -2.10098
H: -0.33218 -2.17711 -0.91107
H: -2.05192 0.19162 -1.23733
H: -2.27889 -0.87110 0.16093
H: -2.09396 0.87273 0.38886



[3]
Molecular formula: C31H46BrN3OP2Ru
Method: DFT, ωB97M-V/def2-TZVPD

Calculated values
Orbital gap (spin up / spin down)   5.82 / 2.36 eV
Highest occupied orbital energy (spin up / spin down)   -17.02 / -16.99 eV
Multiplicity   5
Total charge   +4
E_tot   -130569.6523 eV
Lowest unoccupied orbital energy (spin up / spin down)   -11.203 / -14.631 eV

Atoms and positions in Å:
N: 2.95179 7.66358 -6.52171
C: 3.79282 6.62726 -6.55010
C: 3.71115 5.58457 -5.62167
C: 2.65343 5.58800 -4.68885
C: 1.76432 6.68337 -4.68812
C: 1.97965 7.71610 -5.61277
C: 2.46040 4.47497 -3.78046
Ru: 0.74276 -0.18819 0.96093
P: -4.50734 -4.73272 -0.02517
C: 1.24187 4.04171 -3.37128
C: 1.06861 2.87171 -2.53837
C: -0.20353 2.29120 -2.30430
C: -0.34380 1.16785 -1.48543
C: 0.79533 0.70179 -0.80084
C: 2.08175 1.18854 -1.08857
C: 2.20907 2.26756 -1.95020
Br: -0.51653 -2.24307 0.68767
H: 3.37522 3.94558 -3.50833
H: 0.33142 4.53889 -3.73687
H: 4.43071 4.76820 -5.65165
H: 0.93968 6.72964 -3.98442
H: 4.56152 6.61190 -7.32729
H: 1.32618 8.59258 -5.60788
H: -1.06759 2.75806 -2.78878
H: 3.19658 2.68112 -2.14328
H: -1.28997 0.64798 -1.35454
H: 2.97245 0.75626 -0.62723
P: -0.92265 0.71827 2.00555
C: -3.22746 -4.76795 -1.36365
C: -3.76545 -5.52428 -2.57636
H: -2.32604 -5.24930 -0.96224
H: -2.96983 -3.73136 -1.61689
H: -2.94266 -5.85502 -3.21753
H: -4.33246 -6.40942 -2.27182
H: -4.42175 -4.88749 -3.17535
C: -5.18481 -3.02680 -0.26627
C: -6.59213 -2.93703 0.31558
H: -5.18505 -2.81962 -1.34448
H: -4.50347 -2.31299 0.21664
H: -7.12931 -2.09146 -0.12394
H: -7.16314 -3.84716 0.10677
H: -6.56723 -2.79045 1.39936
C: -3.46343 -4.41066 1.45457
C: -3.18022 -5.68609 2.23822
H: -3.96992 -3.66032 2.07716
H: -2.53000 -3.95951 1.09096
H: -2.80302 -5.42804 3.23355
H: -4.07800 -6.30130 2.36177
H: -2.41577 -6.28548 1.73502
C: -0.82058 0.12770 3.74902
C: -0.53017 1.21383 4.78081
H: -0.04533 -0.65694 3.76370
H: -1.77767 -0.37820 3.94824
H: 0.48995 1.60247 4.67618
H: -1.22747 2.05535 4.69470
H: -0.63005 0.78569 5.78565
C: -2.66575 0.55544 1.53632
C: -3.23884 1.84125 0.94608
H: -3.20640 0.23310 2.44287
H: -2.69109 -0.28840 0.82663
H: -3.41067 2.58514 1.73516
H: -2.56801 2.27887 0.19286
H: -4.19491 1.61997 0.46041
C: -0.32437 2.45326 1.97057
C: 1.20002 2.36689 2.06787
H: -0.78714 3.01189 2.79845
H: -0.64099 2.91650 1.02229
H: 1.66422 3.07349 1.36622
H: 1.56106 2.55326 3.08508
H: 1.59000 1.33815 1.77755
N: 6.70471 -3.13502 3.52367
C: 6.43773 -2.81520 2.21933
O: 7.28927 -2.87016 1.33807
C: 5.03820 -2.34539 1.93870
C: 4.08077 -2.10129 2.93011
C: 2.84463 -1.54355 2.59869
N: 2.54157 -1.23799 1.31888
C: 3.37789 -1.60417 0.32914
C: 4.65847 -2.09268 0.60829
H: 7.61516 -3.51295 3.72333
H: 6.00029 -3.23161 4.23886
H: 4.27603 -2.27864 3.98510
H: 2.06000 -1.29396 3.32111
H: 3.00869 -1.44045 -0.68547
H: 5.33662 -2.25662 -0.22154